(1)
The following is a DFT calculation (the ωB97M-V functional and the def2-TZVPD basis) of a 9-piece molecular cluster, C25H66N2O9 overall in a non-equilibrium geometry.

The geometry in XYZ format:
```
102
C25H66N2O9 | OMol25 | the ωB97M-V functional and the def2-TZVPD basis
C 2.960 0.591 3.382
C 1.516 0.171 3.911
C 0.676 1.453 4.033
C 0.823 -0.646 2.807
C 1.444 -2.073 2.625
C 1.268 -2.786 3.933
C 1.893 -2.105 5.154
C 1.270 -2.705 6.401
C 3.402 -2.478 5.159
N 1.617 -0.671 5.132
O 2.135 0.038 6.222
H 3.519 1.073 4.185
H 3.615 -0.233 3.100
H 2.917 1.264 2.525
H 1.078 2.091 4.819
H 0.809 2.028 3.116
H -0.354 1.265 4.335
H -0.258 -0.781 2.858
H 0.882 -0.077 1.879
H 1.062 -2.609 1.756
H 2.520 -1.948 2.505
H 1.758 -3.758 3.885
H 0.210 -3.002 4.088
H 1.533 -2.086 7.259
H 1.620 -3.724 6.562
H 0.190 -2.614 6.514
H 3.999 -2.012 5.943
H 3.919 -2.287 4.218
H 3.524 -3.539 5.376
H 3.084 -0.063 6.116
C -1.532 1.491 0.939
C -3.028 1.835 1.360
C -3.283 1.432 2.822
C -3.128 3.328 1.199
C -3.385 3.834 -0.270
C -4.602 3.126 -0.831
C -4.497 1.579 -0.812
C -5.891 1.025 -1.169
C -3.607 1.085 -1.917
N -4.101 1.178 0.583
O -4.023 -0.187 0.759
H -0.903 2.025 1.652
H -1.352 0.444 1.184
H -1.240 1.847 -0.049
H -2.696 1.946 3.584
H -4.270 1.604 3.252
H -3.120 0.375 3.034
H -3.943 3.723 1.807
H -2.239 3.810 1.607
H -3.645 4.887 -0.159
H -2.539 3.776 -0.955
H -4.897 3.595 -1.770
H -5.469 3.297 -0.194
H -5.791 -0.038 -1.390
H -6.406 1.503 -2.003
H -6.605 1.137 -0.352
H -3.911 1.553 -2.853
H -3.565 -0.004 -1.886
H -2.605 1.459 -1.710
H -3.269 -0.464 0.232
C -1.021 -2.747 -0.222
O -1.842 -1.930 -1.015
H -1.656 -3.241 0.513
H -0.470 -3.456 -0.840
H -0.310 -2.111 0.305
H -1.223 -1.372 -1.492
C 2.050 -2.604 -4.554
O 3.040 -1.976 -5.314
H 1.334 -1.902 -4.126
H 1.395 -3.201 -5.189
H 2.599 -3.208 -3.831
H 3.421 -1.280 -4.774
C 5.582 0.038 -3.491
O 4.223 -0.045 -3.714
H 6.108 0.481 -4.336
H 5.781 0.766 -2.704
H 6.125 -0.895 -3.339
H 3.916 0.812 -4.020
C -2.457 -0.324 -5.210
O -1.672 0.646 -4.630
H -2.204 -1.310 -4.820
H -3.457 -0.075 -4.855
H -2.324 -0.486 -6.280
H -1.641 1.248 -5.377
C 1.374 1.397 -5.496
O 2.399 1.807 -4.603
H 0.475 2.009 -5.424
H 1.741 1.509 -6.516
H 1.105 0.361 -5.290
H 2.569 2.737 -4.770
C 2.880 -1.528 -0.918
O 3.909 -2.082 -1.683
H 1.881 -1.719 -1.310
H 2.923 -2.005 0.062
H 2.930 -0.458 -0.719
H 3.983 -1.505 -2.447
C 0.485 0.798 -1.958
O -0.292 -0.336 -2.414
H 0.805 0.573 -0.940
H 1.374 0.891 -2.581
H -0.075 1.727 -2.068
H -0.858 0.021 -3.102
```

The calculation puts the energy above the lowest of the compared OMol25 structures with the same formula, charge and spin at 69.96 kcal/mol. Its charge is 0. Its spin multiplicity is 1. Its total energy is -1778.551096 a.u. The LUMO energy is -0.02 eV. The HOMO-LUMO gap is 8.0 eV.

Löwdin atomic charge list, values in e, 99 entries: number 1, C, carries -0.0155; number 2, C, carries -0.4530; number 3, C, carries -0.0339; number 4, C, carries -0.1368; number 5, C, carries -0.1685; number 6, C, carries -0.1515; number 7, C, carries -0.5087; number 8, C, carries -0.0408; number 9, C, carries -0.0286; number 10, N, carries -0.1038; number 11, O, carries -0.0029; number 12, H, carries 0.0721; number 13, H, carries 0.0610; number 14, H, carries 0.0772; number 15, H, carries 0.0784; number 16, H, carries 0.0729; number 17, H, carries 0.0821; number 18, H, carries 0.1107; number 19, H, carries 0.0950; number 20, H, carries 0.0906; number 21, H, carries 0.0841; number 22, H, carries 0.1213; number 23, H, carries 0.1232; number 24, H, carries 0.0777; number 25, H, carries 0.0870; number 26, H, carries 0.0888; number 27, H, carries 0.0774; number 28, H, carries 0.0730; number 29, H, carries 0.0808; number 30, H, carries 0.0771; number 31, C, carries -0.0032; number 32, C, carries -0.4776; number 33, C, carries -0.0370; number 34, C, carries -0.1383; number 35, C, carries -0.1592; number 36, C, carries -0.1517; number 37, C, carries -0.4946; number 38, C, carries -0.0407; number 39, C, carries -0.0427; number 40, N, carries -0.1001; number 41, O, carries -0.0030; number 42, H, carries 0.0609; number 43, H, carries 0.0637; number 44, H, carries 0.0562; number 45, H, carries 0.0722; number 46, H, carries 0.0859; number 47, H, carries 0.0768; number 48, H, carries 0.1180; number 49, H, carries 0.1144; number 50, H, carries 0.1044; number 51, H, carries 0.1008; number 52, H, carries 0.1184; number 53, H, carries 0.1173; number 54, H, carries 0.0790; number 55, H, carries 0.0829; number 56, H, carries 0.0850; number 57, H, carries 0.0939; number 58, H, carries 0.0849; number 59, H, carries 0.0624; number 60, H, carries 0.0608; number 61, C, carries -0.1517; number 62, O, carries -0.1406; number 63, H, carries 0.0876; number 64, H, carries 0.0844; number 65, H, carries 0.0485; number 66, H, carries 0.0010; number 67, C, carries -0.1702; number 68, O, carries -0.1253; number 69, H, carries 0.0599; number 70, H, carries 0.0775; number 71, H, carries 0.0810; number 72, H, carries 0.0152; number 73, C, carries -0.1488; number 74, O, carries -0.1429; number 75, H, carries 0.0826; number 76, H, carries 0.0893; number 77, H, carries 0.0988; number 78, H, carries 0.0641; number 79, C, carries -0.1573; number 80, O, carries -0.1362; number 81, H, carries 0.0902; number 82, H, carries 0.0845; number 83, H, carries 0.0933; number 84, H, carries 0.0873; number 85, C, carries -0.1190; number 86, O, carries -0.1304; number 87, H, carries 0.0703; number 88, H, carries 0.0888; number 89, H, carries 0.0810; number 90, H, carries 0.0962; number 91, C, carries -0.1662; number 92, O, carries -0.0982; number 93, H, carries 0.0651; number 94, H, carries 0.0689; number 95, H, carries 0.0753; number 96, H, carries 0.0192; number 97, C, carries -0.0945; number 98, O, carries -0.1470; number 99, H, carries 0.0703

=====

(2)
The following is a DFT calculation (the ωB97M-V functional and the def2-TZVPD basis) of a 8-piece molecular cluster, C25H66N4O7P overall in a non-equilibrium geometry.

The geometry in XYZ format:
```
103
C25H66N4O7P | OMol25 | the ωB97M-V functional and the def2-TZVPD basis
C 0.670 0.647 -0.784
P -0.331 1.216 -2.309
C -0.405 3.115 -2.092
C -2.137 0.682 -2.162
N -2.957 1.475 -1.306
C -4.236 0.840 -1.430
N -5.268 1.333 -0.724
N -4.148 -0.249 -2.326
N -2.862 -0.370 -2.771
H 1.760 0.632 -1.112
H 0.613 1.438 0.041
H 0.296 -0.348 -0.403
H 0.577 3.612 -2.339
H -0.786 3.341 -1.042
H -1.251 3.449 -2.788
H -5.072 1.574 0.256
H -6.210 1.489 -1.080
H -4.950 -0.837 -2.581
H -2.485 -1.049 -3.435
C 5.889 -0.873 -0.753
C 4.492 -0.740 -0.168
C 4.287 -1.689 1.001
O 3.524 -1.019 -1.180
H 6.059 -1.885 -1.131
H 6.018 -0.193 -1.599
H 6.653 -0.648 -0.005
H 4.328 0.290 0.161
H 4.401 -2.731 0.684
H 3.276 -1.589 1.403
H 5.002 -1.487 1.801
H 3.657 -1.926 -1.481
C 2.411 -3.370 4.352
C 3.412 -2.269 4.660
C 3.475 -1.980 6.151
O 3.043 -1.081 3.962
H 1.403 -3.078 4.662
H 2.367 -3.561 3.276
H 2.677 -4.300 4.861
H 4.403 -2.562 4.301
H 2.503 -1.641 6.523
H 4.190 -1.180 6.357
H 3.773 -2.868 6.714
H 2.168 -0.814 4.273
C -2.887 -0.494 4.855
C -2.088 -1.675 4.325
C -2.684 -2.998 4.781
O -0.740 -1.580 4.783
H -2.887 -0.482 5.949
H -2.440 0.449 4.528
H -3.923 -0.530 4.507
H -2.063 -1.640 3.232
H -2.677 -3.074 5.873
H -2.093 -3.835 4.402
H -3.713 -3.109 4.431
H -0.750 -1.611 5.748
C -2.174 2.780 -5.697
C -1.892 4.138 -6.321
C -3.151 4.988 -6.392
O -1.366 3.958 -7.633
H -2.902 2.220 -6.294
H -1.263 2.176 -5.663
H -2.563 2.885 -4.680
H -1.130 4.660 -5.735
H -3.913 4.505 -7.012
H -2.935 5.955 -6.851
H -3.569 5.159 -5.397
H -2.031 3.498 -8.160
C 3.551 1.071 -5.947
C 2.377 1.612 -5.147
C 1.825 2.887 -5.767
O 2.794 1.876 -3.808
H 4.372 1.795 -5.972
H 3.944 0.162 -5.485
H 3.258 0.842 -6.974
H 1.588 0.857 -5.097
H 2.586 3.673 -5.785
H 0.988 3.270 -5.176
H 1.479 2.713 -6.789
H 3.492 2.543 -3.840
C -1.677 -4.708 1.315
C -1.441 -6.140 1.772
C -1.734 -7.132 0.657
O -2.277 -6.424 2.892
H -2.721 -4.558 1.022
H -1.473 -4.008 2.129
H -1.036 -4.454 0.467
H -0.406 -6.254 2.103
H -2.780 -7.066 0.341
H -1.571 -8.155 1.003
H -1.095 -6.950 -0.211
H -3.195 -6.326 2.610
C -0.019 4.188 4.346
C -0.586 3.099 3.448
C -0.649 3.555 1.998
O -1.896 2.749 3.894
H -0.650 5.082 4.319
H 0.010 3.852 5.385
H 0.992 4.466 4.040
H 0.033 2.201 3.525
H -1.301 4.427 1.892
H -1.068 2.766 1.367
H 0.344 3.814 1.622
H -2.452 3.536 3.831
```

Its charge is +1. Its spin multiplicity is 1. Its total energy is -2078.871385 a.u. The LUMO energy is -3.44 eV. The HOMO-LUMO gap is 7.9 eV.

Löwdin atomic charge list, values in e, 99 entries: number 1, C, carries -0.2634; number 2, P, carries 0.9134; number 3, C, carries -0.2730; number 4, C, carries -0.3640; number 5, N, carries 0.1396; number 6, C, carries -0.3163; number 7, N, carries 0.1578; number 8, N, carries 0.1043; number 9, N, carries 0.0714; number 10, H, carries 0.0322; number 11, H, carries 0.0372; number 12, H, carries 0.0487; number 13, H, carries 0.0556; number 14, H, carries 0.0255; number 15, H, carries 0.0280; number 16, H, carries 0.1370; number 17, H, carries 0.1281; number 18, H, carries 0.1893; number 19, H, carries 0.1799; number 20, C, carries -0.0610; number 21, C, carries -0.4933; number 22, C, carries -0.0655; number 23, O, carries -0.0789; number 24, H, carries 0.0824; number 25, H, carries 0.0781; number 26, H, carries 0.0832; number 27, H, carries 0.1392; number 28, H, carries 0.0850; number 29, H, carries 0.0674; number 30, H, carries 0.0835; number 31, H, carries 0.0891; number 32, C, carries -0.0572; number 33, C, carries -0.4967; number 34, C, carries -0.0596; number 35, O, carries -0.0713; number 36, H, carries 0.0623; number 37, H, carries 0.0732; number 38, H, carries 0.0831; number 39, H, carries 0.1351; number 40, H, carries 0.0777; number 41, H, carries 0.0812; number 42, H, carries 0.0823; number 43, H, carries 0.0808; number 44, C, carries -0.0571; number 45, C, carries -0.5001; number 46, C, carries -0.0601; number 47, O, carries -0.0676; number 48, H, carries 0.0874; number 49, H, carries 0.0555; number 50, H, carries 0.0801; number 51, H, carries 0.1294; number 52, H, carries 0.0867; number 53, H, carries 0.0641; number 54, H, carries 0.0827; number 55, H, carries 0.0918; number 56, C, carries -0.0758; number 57, C, carries -0.5036; number 58, C, carries -0.0601; number 59, O, carries -0.0487; number 60, H, carries 0.0824; number 61, H, carries 0.0638; number 62, H, carries 0.0560; number 63, H, carries 0.1337; number 64, H, carries 0.0828; number 65, H, carries 0.0853; number 66, H, carries 0.0788; number 67, H, carries 0.0907; number 68, C, carries -0.0591; number 69, C, carries -0.5102; number 70, C, carries -0.0595; number 71, O, carries -0.0841; number 72, H, carries 0.0841; number 73, H, carries 0.0804; number 74, H, carries 0.0829; number 75, H, carries 0.1185; number 76, H, carries 0.0881; number 77, H, carries 0.0557; number 78, H, carries 0.0860; number 79, H, carries 0.0899; number 80, C, carries -0.0652; number 81, C, carries -0.4965; number 82, C, carries -0.0648; number 83, O, carries -0.0541; number 84, H, carries 0.0797; number 85, H, carries 0.0597; number 86, H, carries 0.0774; number 87, H, carries 0.1413; number 88, H, carries 0.0801; number 89, H, carries 0.0832; number 90, H, carries 0.0792; number 91, H, carries 0.0880; number 92, C, carries -0.0583; number 93, C, carries -0.4906; number 94, C, carries -0.0780; number 95, O, carries -0.0661; number 96, H, carries 0.0833; number 97, H, carries 0.0837; number 98, H, carries 0.0837; number 99, H, carries 0.1396